Record 1
C45H49BN4O6Tc | ωB97M-V/def2-TZVPD

The geometry in XYZ format:
```
106
Properties=species:S:1:pos:R:3:forces:R:3:lowdin_charge:R:1
Tc -0.3591 0.8582 1.2822 -0.056 0.826 0.427 1.57
N -1.2862 2.1444 2.7180 -0.767 -0.018 0.012 0.01
C -2.0587 1.5102 3.7517 0.120 0.028 -0.026 -0.23
C -2.6317 2.1544 4.8065 -0.123 0.060 0.092 0.03
C -3.4045 1.4234 5.7373 0.042 0.068 -0.054 -0.03
C -3.5681 0.0759 5.5951 0.037 -0.065 -0.032 0.01
C -2.9535 -0.6097 4.5177 -0.100 -0.001 0.089 -0.13
C -3.0067 -2.0092 4.3545 -0.053 -0.036 0.096 0.04
C -2.3097 -2.5890 3.3353 0.036 -0.016 -0.061 0.00
C -1.5771 -1.7850 2.4520 -0.099 0.140 0.060 -0.07
N -1.5368 -0.4594 2.5274 0.009 -0.248 0.182 -0.01
C -2.2092 0.1303 3.5848 0.157 -0.114 -0.218 -0.16
H -0.6899 2.8797 3.0931 0.161 -0.093 0.001 0.14
H -1.9763 2.6601 2.0590 0.174 0.169 0.048 0.07
H -2.5132 3.2254 4.9216 0.001 -0.022 0.014 0.13
H -3.8673 1.9449 6.5633 0.008 -0.001 -0.003 0.12
H -4.1513 -0.4903 6.3100 0.004 0.010 -0.016 0.13
H -3.5749 -2.6090 5.0552 -0.007 0.013 -0.023 0.14
H -2.2994 -3.6598 3.1907 -0.003 0.015 -0.009 0.13
H -1.0093 -2.2526 1.6637 0.085 -0.024 -0.032 0.12
C 4.6284 -0.2123 6.3413 0.002 -0.009 0.027 -0.05
C 4.8939 -0.1611 4.8366 -0.064 -0.003 -0.033 -0.55
C 5.5844 -1.4641 4.3981 0.016 -0.006 -0.014 -0.02
C 5.8066 1.0349 4.5301 0.010 0.042 0.020 -0.03
C 3.6018 -0.0346 4.0442 0.124 -0.006 -0.064 -0.12
C 2.3420 -0.1548 4.6158 -0.119 0.004 0.037 0.04
C 1.2067 -0.0324 3.8361 0.109 -0.035 -0.025 -0.07
N 1.2537 0.1955 2.5193 0.043 -0.084 -0.157 -0.03
C 2.4729 0.2834 1.9357 -0.131 0.010 -0.266 -0.17
C 3.6349 0.1853 2.6628 0.123 -0.096 0.080 0.07
C 2.4442 0.5289 0.4729 -0.200 0.048 0.167 -0.15
C 3.5425 0.4045 -0.3472 0.126 0.065 -0.115 0.08
C 3.4460 0.6638 -1.7161 0.068 -0.044 0.054 -0.10
C 2.1904 1.0424 -2.2020 0.018 0.003 -0.027 0.04
C 1.1214 1.1403 -1.3529 0.100 0.070 0.222 -0.05
N 1.2382 0.8942 -0.0263 0.090 -0.504 -0.325 -0.05
C 4.6240 0.5200 -2.6619 -0.019 0.008 0.005 -0.55
C 5.9340 0.2616 -1.9177 0.027 -0.026 0.004 -0.05
C 4.3251 -0.6681 -3.5943 0.022 0.010 -0.032 -0.02
C 4.7720 1.8070 -3.4909 0.001 0.002 0.007 -0.03
H 5.5802 -0.2440 6.8709 -0.011 -0.007 -0.006 0.10
H 4.0698 -1.1053 6.6299 0.008 0.017 -0.014 0.09
H 4.0873 0.6702 6.6911 0.026 -0.015 -0.016 0.10
H 6.4923 -1.6091 4.9846 -0.006 0.012 -0.020 0.10
H 5.8683 -1.4342 3.3438 -0.012 -0.005 0.026 0.09
H 4.9385 -2.3300 4.5555 0.007 0.017 0.012 0.10
H 6.7165 0.9516 5.1249 -0.005 -0.001 -0.014 0.10
H 5.3257 1.9816 4.7848 0.000 -0.026 0.005 0.10
H 6.1091 1.0728 3.4825 -0.013 -0.007 0.015 0.08
H 2.2201 -0.3357 5.6738 0.003 0.012 -0.026 0.12
H 0.2267 -0.1154 4.2833 -0.021 0.028 0.005 0.11
H 4.5833 0.2882 2.1557 -0.008 -0.007 0.031 0.12
H 4.4842 0.0941 0.0789 -0.016 0.021 -0.030 0.11
H 2.0352 1.2517 -3.2510 0.019 0.007 0.022 0.13
H 0.1401 1.4483 -1.6850 -0.019 -0.041 -0.020 0.11
H 5.9284 -0.6960 -1.3919 -0.014 0.019 -0.004 0.09
H 6.1634 1.0574 -1.2046 -0.007 -0.002 -0.030 0.10
H 6.7509 0.2259 -2.6380 -0.011 -0.011 0.012 0.10
H 4.2688 -1.6052 -3.0368 -0.011 0.026 -0.003 0.10
H 5.1260 -0.7572 -4.3293 -0.009 -0.012 0.017 0.10
H 3.3873 -0.5330 -4.1361 0.031 0.006 0.001 0.09
H 4.9372 2.6773 -2.8526 -0.001 -0.029 -0.003 0.10
H 3.9030 2.0015 -4.1196 0.001 -0.012 0.011 0.08
H 5.6337 1.7046 -4.1506 -0.012 0.010 0.003 0.10
O -2.6936 3.4075 0.9076 -0.032 0.091 0.056 0.07
C -2.2161 2.9190 -0.1148 0.110 -0.310 0.109 -0.47
O -1.3591 1.9117 -0.0451 0.022 0.117 -0.337 -0.23
C -2.5389 3.3828 -1.4692 -0.067 0.064 0.034 -0.14
C -2.4013 2.5201 -2.5503 0.009 0.001 -0.155 -0.01
C -2.7460 2.9228 -3.8439 0.072 -0.125 0.135 0.04
C -3.2098 4.2072 -3.9817 -0.029 -0.040 -0.273 -0.21
O -3.5886 4.8279 -5.1196 -0.032 0.121 0.097 0.06
C -4.0551 6.1363 -4.7366 0.098 -0.135 0.127 -0.08
O -3.8237 6.2684 -3.3274 -0.003 -0.062 -0.138 0.05
C -3.3525 5.0670 -2.9014 -0.075 0.242 0.116 -0.20
C -3.0419 4.6898 -1.6284 0.015 -0.094 0.094 0.09
H -2.0718 1.5039 -2.3764 -0.003 0.017 -0.008 0.10
H -2.6669 2.2598 -4.6942 0.000 0.012 0.021 0.13
H -5.1216 6.2112 -4.9407 -0.042 -0.006 -0.010 0.14
H -3.4833 6.8904 -5.2711 0.014 0.026 -0.025 0.14
H -3.1712 5.3502 -0.7827 0.009 -0.013 -0.008 0.14
C -4.2140 -2.8177 -5.1667 -0.014 0.016 -0.028 -0.04
C -4.0674 -3.8579 -4.0469 0.058 0.010 0.038 -0.56
C -3.7192 -5.2056 -4.6777 0.005 -0.030 -0.019 -0.06
C -5.4018 -3.9998 -3.3014 -0.032 -0.005 0.016 -0.04
C -2.9902 -3.3823 -3.0680 -0.061 0.036 -0.024 -0.15
C -1.8203 -4.1086 -2.8332 0.071 -0.002 0.045 0.00
C -0.8250 -3.6816 -1.9495 -0.070 -0.081 -0.081 0.03
C -1.0603 -2.4943 -1.3077 0.324 0.009 0.185 -0.18
O -0.2579 -1.8155 -0.3766 -0.085 -0.014 -0.089 0.14
B -0.9870 -0.6886 -0.0594 -0.075 0.060 -0.030 -0.60
O -2.1729 -0.6028 -0.7493 0.150 -0.304 0.074 0.17
C -2.2073 -1.7664 -1.5237 -0.199 0.294 0.012 -0.17
C -3.1870 -2.1690 -2.3918 -0.050 -0.080 -0.045 0.07
H -4.9576 -3.1523 -5.8923 0.005 0.006 0.021 0.09
H -3.2683 -2.6735 -5.6935 -0.013 -0.013 0.009 0.09
H -4.5409 -1.8501 -4.7805 0.012 -0.018 -0.005 0.08
H -4.5212 -5.5006 -5.3552 0.014 0.002 0.006 0.09
H -3.6162 -5.9937 -3.9286 -0.011 0.023 -0.008 0.09
H -2.7979 -5.1584 -5.2624 -0.019 0.009 0.011 0.09
H -6.1708 -4.3691 -3.9821 0.015 0.015 0.004 0.09
H -5.7487 -3.0458 -2.9000 0.013 -0.020 -0.003 0.08
H -5.3156 -4.7066 -2.4735 0.006 0.005 -0.021 0.09
H -1.6654 -5.0444 -3.3503 0.001 0.027 0.011 0.11
H 0.0743 -4.2599 -1.7840 -0.024 0.022 -0.004 0.13
H -4.0759 -1.5689 -2.5362 0.025 -0.014 -0.002 0.13
```
Forces are in eV/Å.

The calculation puts the strongest force on any atom at 0.0181 hartree/bohr. As for the spin multiplicity: 2. The value obtained for the relative energy (zero: lowest compared OMol25 entry of this formula, charge and spin) is 7.5 kcal per mole. Its HOMO energy (alpha / beta) is -12.17 / -12.17 eV. Its net charge is +2. The frontier orbital gap (alpha / beta) comes out at 5.270 / 5.336 eV. The expectation value of S² is 0.965.

=====

Record 2
C45H49Br4N3O3P2PbSi2 | ωB97M-V/def2-TZVPD

The geometry in XYZ format:
```
109
Properties=species:S:1:pos:R:3:forces:R:3:lowdin_charge:R:1
Pb -0.8373 0.8496 -0.8475 -0.425 -0.088 -0.212 1.47
C -4.2577 0.7982 1.2325 0.365 -0.632 0.173 -0.16
Si -3.0456 -0.5647 1.8152 -0.190 0.265 -0.127 0.36
C -3.4393 -2.1936 0.9002 0.194 0.527 0.392 -0.18
C -3.4410 -0.7930 3.6859 0.288 0.054 -0.579 -0.18
N -1.4654 0.0079 1.4711 0.212 -0.712 0.401 -0.35
P 0.0547 -0.0829 2.0370 -0.046 0.850 -0.036 0.59
C 1.3831 0.2124 1.0031 -1.249 -1.560 -0.200 -0.45
P 1.6098 -1.0556 -0.1185 0.242 0.805 -0.279 0.58
N 0.7676 -0.9975 -1.5140 0.404 -0.745 0.199 -0.38
Si 0.8159 -1.7305 -3.0615 0.009 0.188 -0.631 0.36
C -0.8995 -1.7305 -3.8879 0.669 0.025 0.335 -0.17
C 1.4060 -3.5592 -3.2579 -0.099 0.592 0.341 -0.18
C 1.9789 -0.7055 -4.2063 -0.416 -0.422 0.403 -0.18
C 3.3985 -0.9564 -0.5217 0.002 -0.017 -0.109 -0.29
C 4.1375 0.1515 -0.1275 -0.038 -0.028 0.152 -0.11
C 5.4623 0.2823 -0.5005 0.241 0.005 -0.027 -0.11
C 6.0752 -0.7132 -1.2476 0.103 0.075 -0.020 -0.12
C 5.3521 -1.8377 -1.6145 0.168 -0.183 -0.171 -0.10
C 4.0187 -1.9531 -1.2636 -0.069 0.094 0.047 -0.10
C 1.5292 -2.7701 0.5032 -0.273 0.186 0.178 -0.29
C 0.3981 -3.5318 0.2418 0.148 0.110 -0.154 -0.10
C 0.2500 -4.7764 0.8233 -0.097 -0.327 0.043 -0.10
C 1.2157 -5.2607 1.6906 0.004 -0.068 -0.093 -0.11
C 2.3334 -4.4915 1.9758 0.152 -0.120 0.055 -0.10
C 2.4881 -3.2514 1.3877 0.029 0.045 -0.097 -0.09
C 0.1540 1.2699 3.2650 -0.025 0.062 -0.081 -0.28
C 0.6995 2.4751 2.8478 0.099 -0.026 0.005 -0.10
C 0.7264 3.5632 3.6986 0.002 0.193 0.139 -0.09
C 0.2191 3.4493 4.9844 0.031 0.111 0.068 -0.12
C -0.3176 2.2448 5.4091 -0.109 0.044 0.240 -0.11
C -0.3698 1.1668 4.5461 0.038 -0.060 -0.089 -0.09
C 0.3206 -1.4823 3.2016 0.232 -0.149 -0.313 -0.28
C 1.5041 -1.3995 3.9320 0.046 0.062 0.083 -0.11
C 1.8670 -2.3970 4.8125 0.090 0.016 0.173 -0.10
C 1.0488 -3.5059 4.9723 -0.048 -0.096 0.066 -0.12
C -0.1102 -3.6137 4.2246 -0.047 -0.169 0.216 -0.10
C -0.4683 -2.6147 3.3347 0.025 0.374 -0.012 -0.09
H -5.2392 0.3833 1.0242 -0.255 -0.084 -0.075 0.02
H -4.3808 1.5810 1.9760 0.063 0.130 0.243 0.01
H -3.8992 1.2571 0.3184 0.092 0.084 -0.335 0.00
H -4.4722 -2.5066 1.0334 -0.221 -0.010 0.053 0.02
H -3.2668 -2.0299 -0.1578 -0.009 0.125 -0.224 -0.03
H -2.7980 -3.0188 1.1997 0.152 -0.149 0.194 0.00
H -4.4005 -1.2799 3.8351 -0.255 -0.116 -0.069 0.01
H -2.6857 -1.3902 4.1848 0.153 -0.163 0.143 -0.01
H -3.4772 0.1709 4.1846 0.021 0.258 0.068 0.01
H -1.6492 -2.1749 -3.2451 -0.214 -0.050 0.213 0.01
H -1.2247 -0.7199 -4.1074 -0.156 0.282 -0.010 0.02
H -0.8852 -2.2874 -4.8222 0.145 -0.089 -0.195 0.02
H 0.9742 -4.1971 -2.4921 -0.076 -0.149 0.165 0.01
H 1.1025 -3.9528 -4.2262 -0.123 0.088 -0.169 0.01
H 2.4859 -3.6504 -3.1997 0.236 -0.038 0.027 0.00
H 1.6218 0.3169 -4.2973 -0.127 0.186 0.015 0.01
H 2.9934 -0.6622 -3.8174 0.201 -0.034 0.130 0.01
H 2.0178 -1.1342 -5.2046 -0.002 -0.125 -0.232 0.01
H 3.6440 0.8888 0.4929 -0.079 0.067 0.001 0.08
H 6.0288 1.1542 -0.1975 0.008 0.056 0.014 0.09
H 7.1139 -0.6099 -1.5421 -0.005 -0.041 0.018 0.09
H 5.8362 -2.6249 -2.1792 -0.005 -0.037 -0.056 0.09
H 3.4344 -2.8159 -1.5533 0.100 -0.108 -0.041 0.08
H -0.3513 -3.1273 -0.4248 -0.146 -0.005 -0.052 0.10
H -0.6250 -5.3748 0.6083 -0.101 -0.017 -0.021 0.10
H 1.0971 -6.2319 2.1531 -0.033 -0.053 0.029 0.09
H 3.0807 -4.8593 2.6679 0.020 -0.004 0.038 0.10
H 3.3512 -2.6351 1.6094 0.032 -0.014 0.067 0.11
H 1.0934 2.5260 1.8432 0.090 0.055 -0.049 0.08
H 1.1460 4.5047 3.3677 0.005 0.048 -0.056 0.09
H 0.2341 4.2963 5.6579 0.055 0.070 0.041 0.08
H -0.6896 2.1446 6.4212 -0.085 0.023 0.038 0.09
H -0.8067 0.2314 4.8660 -0.042 -0.092 0.100 0.10
H 2.1366 -0.5324 3.7836 0.057 -0.009 0.021 0.11
H 2.7873 -2.3148 5.3778 0.039 0.008 0.021 0.09
H 1.3231 -4.2898 5.6673 0.008 -0.045 0.020 0.09
H -0.7469 -4.4810 4.3382 -0.022 -0.093 -0.034 0.10
H -1.3699 -2.7054 2.7514 -0.114 -0.056 -0.094 0.07
Br -6.6787 2.5572 -5.1281 -0.042 0.000 -0.028 0.62
C -5.4649 1.6064 -4.0204 -0.348 -0.041 -0.188 -0.79
C -5.6401 0.2656 -3.7595 -0.342 0.210 -0.292 -0.78
Br -7.1361 -0.6454 -4.4854 -0.055 -0.105 -0.025 0.62
C -4.7146 -0.4000 -2.9570 -0.152 -0.378 -0.015 -0.63
Br -4.9519 -2.2465 -2.5809 0.118 -0.060 0.032 0.72
C -3.5960 0.2139 -2.3961 -0.246 -0.121 -0.174 -0.47
O -2.7407 -0.4331 -1.6928 0.466 0.146 0.394 -0.29
C -3.4442 1.6352 -2.6332 -0.140 0.153 -0.074 -0.46
O -2.4768 2.2828 -2.0945 0.345 -0.134 0.285 -0.30
C -4.3784 2.2630 -3.4492 -0.039 0.404 -0.127 -0.63
Br -4.1086 4.1302 -3.7386 0.068 -0.073 0.070 0.69
O -1.0800 3.3580 0.6150 0.227 -0.193 -0.006 -0.14
C -1.6676 4.4602 -0.0430 -0.310 0.695 0.074 -0.27
C -0.6060 5.1763 -0.8760 -0.305 -0.277 0.095 -0.15
C -0.4386 4.5442 -2.2739 0.018 -0.070 0.133 -0.14
C 0.8796 3.8610 -2.4282 0.210 0.439 -0.456 -0.28
C 1.9480 4.4953 -3.0638 0.041 -0.083 0.013 -0.03
C 3.1692 3.8487 -3.1429 -0.032 -0.037 0.069 -0.08
C 3.2875 2.5841 -2.5908 0.103 0.070 -0.053 -0.06
C 2.1662 2.0163 -2.0081 0.447 -0.072 -0.038 -0.15
N 1.0030 2.6357 -1.9314 -0.192 0.218 0.024 0.07
H -1.7683 2.8188 1.0202 -0.075 -0.058 0.131 0.06
H -2.0797 5.1548 0.7107 0.081 -0.082 -0.110 0.11
H -2.4775 4.1330 -0.7010 -0.021 0.006 0.052 0.10
H 0.3360 5.1419 -0.3241 0.028 0.124 0.066 0.11
H -0.9012 6.2223 -0.9815 0.022 0.025 0.045 0.10
H -0.5535 5.3072 -3.0450 0.034 -0.023 -0.050 0.11
H -1.2175 3.7916 -2.4052 -0.063 0.119 -0.179 0.06
H 1.8119 5.4762 -3.4984 -0.040 0.069 0.025 0.10
H 4.0137 4.3265 -3.6259 0.015 -0.013 -0.011 0.10
H 4.2195 2.0415 -2.6098 0.085 -0.104 -0.021 0.09
H 2.1947 1.0208 -1.5890 0.022 0.067 -0.088 0.05
```
Forces are in eV/Å.

The calculation puts the strongest force on any atom at 0.0391 hartree/bohr. The value obtained for the relative energy (zero: lowest compared OMol25 entry of this formula, charge and spin) is 18.7 kcal per mole. Its HOMO energy is -1.75 eV. Its net charge is -2. The frontier orbital gap comes out at 5.810 eV.

=====

Which of these has the highest net charge?
C45H49BN4O6Tc

=====

Among the records above, which one has the lowest relative energy (zero: lowest compared OMol25 entry of this formula, charge and spin)?
C45H49BN4O6Tc

=====

Look up the net charge of the first one.
+2

=====

What is the net charge in the first record?
+2